[1]
# C47H73FO10

7 unconnected molecules or ions with the total composition C47H73FO10 (ωB97M-V/def2-TZVPD, the OMol25 dataset).

Element x y z (Å)
1 C 4.7120 -0.5148 -0.1866
2 O 4.6213 -0.4941 -1.6115
3 C 5.6545 0.2876 -2.2055
4 C 5.0793 1.4847 -3.0174
5 C 3.5567 1.6017 -2.9287
6 C 3.0347 2.3192 -1.6500
7 C 2.7380 3.8288 -1.8589
8 C 1.3985 4.2604 -1.2918
9 C 1.3859 5.1212 -0.1961
10 C 0.1876 5.5165 0.3293
11 F 0.1631 6.3303 1.4083
12 C -1.0330 5.1247 -0.1657
13 C -1.0384 4.2766 -1.2499
14 C 0.1698 3.8620 -1.7961
15 C 0.0777 2.9025 -2.9798
16 O 0.7764 3.0242 -3.9665
17 C -0.9960 1.8384 -2.8160
18 C -0.8490 0.4986 -3.1576
19 C 0.4541 -0.0463 -3.7035
20 C 0.2844 -1.0571 -4.8930
21 C 1.4355 -0.7674 -5.9043
22 O 0.5238 -2.3786 -4.3720
23 C -1.9350 -0.3421 -2.9521
24 C -3.1272 0.1028 -2.4429
25 C -3.2800 1.4404 -2.0984
26 C -2.2065 2.2711 -2.2771
27 C -2.3094 3.7276 -1.8744
28 O -3.2989 4.4077 -2.0604
29 H 5.0449 0.4538 0.2135
30 H 3.7068 -0.6783 0.2197
31 H 5.3684 -1.3487 0.0969
32 H 6.2045 -0.3759 -2.8921
33 H 6.3861 0.5887 -1.4408
34 H 5.3240 1.3023 -4.0751
35 H 5.6038 2.4161 -2.7599
36 H 3.0718 0.6288 -3.0237
37 H 3.1937 2.1949 -3.7825
38 H 3.8143 2.2053 -0.8822
39 H 2.1541 1.7844 -1.2639
40 H 3.5169 4.3817 -1.3130
41 H 2.8497 4.1420 -2.9030
42 H 2.2985 5.4996 0.2580
43 H -1.9850 5.4172 0.2703
44 H 1.1414 0.7326 -4.0297
45 H 0.9599 -0.5677 -2.8737
46 H -0.7046 -0.9601 -5.3449
47 H 1.6911 -1.7111 -6.4020
48 H 2.3224 -0.4152 -5.3612
49 H 1.0873 -0.0170 -6.6237
50 H 1.4637 -2.3883 -4.1492
51 H -1.8649 -1.3994 -3.2080
52 H -3.9770 -0.5568 -2.2929
53 H -4.2088 1.8134 -1.6750
54 C -1.9368 -3.5274 1.7294
55 C -3.2035 -2.6870 1.8088
56 C -2.7022 -1.3244 1.3545
57 O -1.6334 -1.5658 0.4354
58 C -1.2574 -2.9462 0.4989
59 H -2.1229 -4.5978 1.6465
60 H -1.3233 -3.3577 2.6127
61 H -3.9474 -3.0668 1.1028
62 H -3.6561 -2.6650 2.8001
63 H -2.3032 -0.7461 2.1955
64 H -3.4770 -0.7325 0.8634
65 H -1.6084 -3.4353 -0.4176
66 H -0.1692 -3.0263 0.5395
67 C 4.0444 -0.3689 5.1766
68 C 3.0131 -1.4869 5.1393
69 C 2.6338 -1.5127 3.6653
70 O 3.7956 -1.0994 2.9368
71 C 4.7595 -0.5617 3.8490
72 H 4.7170 -0.4184 6.0320
73 H 3.5408 0.6009 5.1941
74 H 3.4808 -2.4338 5.4226
75 H 2.1599 -1.3195 5.7952
76 H 1.8271 -0.8032 3.4493
77 H 2.3244 -2.5027 3.3265
78 H 5.5787 -1.2832 3.9406
79 H 5.1610 0.3700 3.4475
80 C -2.2463 6.2087 4.9957
81 C -1.3341 5.6346 3.9204
82 C -0.9079 4.3162 4.5462
83 O -1.9929 3.8850 5.3755
84 C -2.9293 4.9568 5.5253
85 H -2.9507 6.9522 4.6245
86 H -1.6465 6.6706 5.7842
87 H -1.9062 5.4485 3.0083
88 H -0.4940 6.2755 3.6684
89 H -0.0254 4.4455 5.1825
90 H -0.6898 3.5477 3.8028
91 H -3.8211 4.7129 4.9376
92 H -3.2184 5.0444 6.5736
93 C -7.1063 1.9678 -5.3904
94 C -7.9456 0.8267 -4.8330
95 C -6.8844 -0.2195 -4.5281
96 O -5.6880 0.4932 -4.1962
97 C -5.8498 1.8757 -4.5388
98 H -7.5902 2.9416 -5.3281
99 H -6.8642 1.7733 -6.4383
100 H -8.4364 1.1434 -3.9092
101 H -8.7118 0.4672 -5.5189
102 H -6.6762 -0.8422 -5.4049
103 H -7.1622 -0.8713 -3.6981
104 H -5.9572 2.4458 -3.6099
105 H -4.9593 2.2284 -5.0599
106 C 3.2996 -3.9817 -1.1114
107 C 2.2601 -5.0929 -1.1664
108 C 1.8893 -5.0971 -2.6425
109 O 3.0594 -4.6797 -3.3601
110 C 4.0228 -4.1605 -2.4354
111 H 3.9656 -4.0464 -0.2513
112 H 2.8034 -3.0073 -1.0870
113 H 2.7206 -6.0455 -0.8905
114 H 1.4026 -4.9287 -0.5142
115 H 1.0891 -4.3809 -2.8532
116 H 1.5759 -6.0803 -2.9965
117 H 4.8369 -4.8891 -2.3482
118 H 4.4331 -3.2254 -2.8199
119 C -0.4882 -3.8125 6.7143
120 C -1.4367 -5.0027 6.7191
121 C -1.8734 -5.0573 5.2634
122 O -0.7763 -4.5629 4.4862
123 C 0.1824 -3.9559 5.3573
124 H 0.2216 -3.8114 7.5408
125 H -1.0596 -2.8816 6.7539
126 H -0.8909 -5.9125 6.9811
127 H -2.2723 -4.8970 7.4097
128 H -2.7373 -4.4078 5.0828
129 H -2.1246 -6.0670 4.9362
130 H 1.0554 -4.6160 5.4134
131 H 0.4972 -2.9994 4.9399

Computed properties:
Total charge: 0
SMILES: COCCCCCc1cc(F)cc2c1C(=O)c1c(C[C@@H](C)O)cccc1C2=O.C1CCOC1.C1CCOC1.C1CCOC1.C1CCOC1.C1CCOC1.C1CCOC1
Strongest force on any atom: 0.0491 Eh/bohr
Lowest unoccupied orbital energy: -0.14 eV
E_HOMO: -9.061 eV
Frontier orbital gap: 8.922 eV

=====

[2]
# C47H73N9O2

8 unconnected molecules or ions with the total composition C47H73N9O2 (ωB97M-V/def2-TZVPD, the OMol25 dataset).

Element x y z (Å)
1 C -1.1574 -1.8576 1.9325
2 O 0.2438 -1.6320 2.0515
3 C 0.9206 -1.7301 0.8096
4 C 2.1442 -0.8195 0.8274
5 C 1.9121 0.6389 0.3254
6 C 0.4490 1.0392 0.1171
7 C -0.0491 0.7211 -1.3260
8 C -0.7167 1.9255 -2.0303
9 C -2.1916 1.5984 -2.3645
10 C -2.3913 0.8835 -3.7031
11 C -2.0427 -0.6149 -3.7158
12 C -2.7487 -1.4579 -2.6591
13 C -1.8746 -2.7255 -2.5007
14 C -2.8680 -3.7008 -1.9042
15 O -2.7282 -4.4796 -1.0257
16 N -4.0286 -3.4855 -2.6437
17 C -4.1651 -2.0443 -2.9632
18 C -5.1848 -1.5168 -1.9429
19 C -5.6151 -0.0531 -2.2089
20 C -7.0582 0.1937 -1.7082
21 C -7.1967 1.3845 -0.7427
22 C -8.1737 1.1214 0.4204
23 N -9.4150 1.9277 0.3414
24 H -1.5472 -2.2750 2.8531
25 H -1.3510 -2.6011 1.1548
26 H -1.6322 -0.9006 1.7149
27 H 1.2931 -2.7588 0.7300
28 H 0.2669 -1.5783 -0.0476
29 H 2.4780 -0.7682 1.8585
30 H 2.9101 -1.2997 0.2206
31 H 2.3408 1.3102 1.0689
32 H 2.5034 0.7805 -0.5737
33 H 0.4116 2.1236 0.1961
34 H -0.2126 0.6357 0.8764
35 H 0.8077 0.4136 -1.9180
36 H -0.7464 -0.1061 -1.2575
37 H -0.2216 2.1688 -2.9671
38 H -0.6921 2.8194 -1.4111
39 H -2.5972 1.0149 -1.5403
40 H -2.7580 2.5316 -2.4009
41 H -3.4137 1.0594 -4.0361
42 H -1.7626 1.3762 -4.4461
43 H -0.9777 -0.6936 -3.5237
44 H -2.2534 -0.9864 -4.7163
45 H -2.8056 -1.0585 -1.6496
46 H -1.4100 -3.0903 -3.4097
47 H -1.0671 -2.6217 -1.7748
48 H -4.7646 -3.8609 -2.0477
49 H -4.4112 -1.8421 -4.0024
50 H -6.0720 -2.1440 -1.9917
51 H -4.7205 -1.5685 -0.9617
52 H -5.5332 0.1855 -3.2665
53 H -4.9182 0.5786 -1.6641
54 H -7.4626 -0.6977 -1.2408
55 H -7.6699 0.3509 -2.5936
56 H -6.2369 1.6274 -0.2957
57 H -7.5150 2.2502 -1.3192
58 H -8.4709 0.0779 0.4261
59 H -7.6792 1.3575 1.3600
60 H -9.3320 2.6108 -0.4020
61 H -9.5371 2.4707 1.1874
62 N 5.5671 1.4315 -1.7741
63 C 6.1547 2.6069 -2.1457
64 C 6.7897 3.1232 -1.0471
65 C 6.5791 2.2163 0.0291
66 C 5.8231 1.1827 -0.4536
67 H 5.0293 0.8382 -2.3804
68 H 6.0712 2.9739 -3.1543
69 H 7.3451 4.0478 -1.0172
70 H 6.9426 2.3135 1.0395
71 H 5.4461 0.2951 0.0260
72 N -2.7536 5.0076 -0.0685
73 C -1.8418 6.0059 -0.2807
74 C -2.2943 6.7742 -1.3199
75 C -3.5306 6.2204 -1.7497
76 C -3.7874 5.1345 -0.9568
77 H -2.6756 4.2919 0.6313
78 H -0.9534 6.0821 0.3230
79 H -1.7957 7.6379 -1.7272
80 H -4.1580 6.5789 -2.5487
81 H -4.6122 4.4416 -0.9481
82 N 9.8790 2.2422 -0.2892
83 C 10.9390 3.0055 -0.6975
84 C 12.0840 2.4463 -0.1891
85 C 11.6972 1.2991 0.5523
86 C 10.3317 1.2008 0.4680
87 H 8.9114 2.4198 -0.5132
88 H 10.7881 3.8777 -1.3126
89 H 13.0850 2.8178 -0.3341
90 H 12.3458 0.6233 1.0844
91 H 9.6463 0.4801 0.8809
92 N 10.4680 1.6197 -3.5467
93 C 9.5269 2.3446 -4.2203
94 C 9.3758 1.7898 -5.4653
95 C 10.2603 0.6815 -5.5412
96 C 10.9173 0.6033 -4.3404
97 H 10.7801 1.8093 -2.6056
98 H 9.0467 3.1914 -3.7587
99 H 8.7062 2.1389 -6.2344
100 H 10.3981 0.0186 -6.3795
101 H 11.6640 -0.0862 -3.9848
102 N -5.1542 0.7793 4.0389
103 C -4.1041 1.5706 3.6575
104 C -2.9669 1.0622 4.2270
105 C -3.3447 -0.0834 4.9774
106 C -4.6987 -0.2328 4.8398
107 H -6.1118 0.9197 3.7727
108 H -4.2575 2.4237 3.0181
109 H -1.9732 1.4650 4.1178
110 H -2.6958 -0.7240 5.5521
111 H -5.3749 -0.9681 5.2416
112 N -1.8458 -1.3075 10.0190
113 C -1.9523 -0.7917 8.7565
114 C -0.8595 -1.2029 8.0412
115 C -0.0642 -2.0031 8.9050
116 C -0.7000 -2.0503 10.1165
117 H -2.5067 -1.1635 10.7603
118 H -2.7923 -0.1778 8.4778
119 H -0.6519 -0.9585 7.0124
120 H 0.8670 -2.4880 8.6636
121 H -0.4375 -2.5453 11.0360
122 N -2.4734 -7.6468 -0.1620
123 C -1.9717 -8.2548 0.9542
124 C -1.7567 -9.5752 0.6562
125 C -2.1409 -9.7692 -0.6970
126 C -2.5761 -8.5599 -1.1732
127 H -2.7275 -6.6753 -0.2306
128 H -1.8117 -7.6983 1.8620
129 H -1.3667 -10.3182 1.3321
130 H -2.1017 -10.6894 -1.2562
131 H -2.9493 -8.2724 -2.1415

Computed properties:
Total charge: 0
SMILES: COCCCCCCCCC[C@@H]1CC(=O)N[C@H]1CCCCCN.c1cc[nH]c1.c1cc[nH]c1.c1cc[nH]c1.c1cc[nH]c1.c1cc[nH]c1.c1cc[nH]c1.c1cc[nH]c1
Strongest force on any atom: 0.0707 Eh/bohr
Lowest unoccupied orbital energy: 0.14 eV
E_HOMO: -7.887 eV
Frontier orbital gap: 8.027 eV